[1]
C5H10O3Se in the gas phase in a non-equilibrium geometry, computed with wB97M-V/def2-TZVPD.

Geometry as ORCA input:
```
! RIJCOSX wB97M-V def2-TZVPD def2/J DEFGRID3
* xyz 0 1
C 0.9564 -0.6339 -0.3428
C 0.4231 -2.9422 0.1519
C 0.4069 0.8399 -0.6310
C -0.3672 1.2786 0.6122
C -1.4990 0.3288 0.9750
O 0.0552 -1.5959 0.1877
O 1.4976 1.7148 -0.7932
O -0.6941 2.6248 0.5766
Se -2.8357 -0.4962 -0.0780
H 1.3918 -1.0941 -1.1895
H 1.6732 -0.3859 0.4143
H 1.2909 -3.2095 -0.4557
H -0.4550 -3.5364 0.3242
H -0.1409 0.9219 -1.5178
H 0.5803 1.0586 1.4375
H -1.8434 0.8042 1.8908
H 2.0663 1.7887 -0.0021
H -0.4156 2.9565 -0.3001
H -2.0907 -0.4229 -1.2601
*
```

ΔE to the lowest compared entry with this formula, charge and spin   97.7 kcal per mole

***

[2]
2 unconnected molecules or ions with the total composition C3H6NO4 in a non-equilibrium geometry, computed with wB97M-V/def2-TZVPD.

Geometry as ORCA input:
```
! RIJCOSX wB97M-V def2-TZVPD def2/J DEFGRID3
* xyz 0 2
O -1.4902 0.7290 2.3529
C -0.7493 0.8619 1.4086
C 0.6268 0.2559 1.4352
N 1.1838 0.0921 0.1020
C 0.8812 -1.0510 -0.6440
O 1.1396 -0.7670 -1.9177
O 0.5088 -2.1273 -0.2768
H -1.0014 1.4823 0.5492
H 1.2830 0.9602 1.9870
H 0.5752 -0.7244 1.9229
H 1.5077 0.8631 -0.4677
H -0.7607 -0.0183 -1.9456
H -1.9864 -0.4771 -2.6709
O -1.7181 -0.0795 -1.8351
*
```

ΔE to the lowest compared entry with this formula, charge and spin   18.0 kcal per mole
<S²>   0.754

***

[3]
2 unconnected molecules or ions with the total composition C11H9P in a non-equilibrium geometry, computed with wB97M-V/def2-TZVPD.

Geometry as ORCA input:
```
! RIJCOSX wB97M-V def2-TZVPD def2/J DEFGRID3
* xyz 0 1
C -2.9442 0.4180 -1.9639
C -1.8775 0.9864 2.1597
C -2.6278 1.3462 -1.3064
C -1.7917 1.6502 1.1444
C 0.7252 -1.9681 0.6386
C 0.4482 -1.6450 -0.7173
C 0.9720 -0.9356 1.4992
C 0.5202 -0.2969 -1.2056
C 1.0325 0.3713 1.0823
C 0.7390 0.7868 -0.2491
C 0.7306 2.1281 -0.5657
P -1.7684 2.5652 -0.3506
H -3.4439 -0.3439 -2.6627
H -2.0557 0.3280 2.9445
H 0.5444 -3.0247 0.9336
H 0.2072 -2.5425 -1.3175
H 1.1948 -1.3256 2.4820
H 0.4552 0.0223 -2.2736
H 1.0566 1.1542 1.8024
H 1.0422 2.2382 -1.5978
H 1.2426 2.7246 0.0776
*
```

ΔE to the lowest compared entry with this formula, charge and spin   21.1 kcal per mole